(1)
This record from the OMol25 dataset describes 8 unconnected molecules or ions with the total composition C5H28NO7S2 at a distorted geometry. The level of theory is the ωB97M-V functional and the def2-TZVPD basis.

Geometry as XYZ:
```
43
Properties=species:S:1:pos:R:3:forces:R:3:mulliken_spin:R:1
N -1.68252 -1.19574 0.88625 -2.1 1.8 2.3 0.000
C -3.10673 -0.65317 0.46493 0.4 -0.1 -1.2 0.000
C -3.54271 -1.64719 -0.68490 -4.7 0.0 3.5 0.000
C -2.71718 0.61609 -0.22793 -2.8 3.2 -2.1 0.003
S -2.35502 2.23531 0.59467 -1.0 -1.0 0.6 0.031
S 2.76170 4.04944 -0.03399 -0.4 0.0 -1.8 0.934
C 2.27766 2.59120 -1.15628 -1.0 2.4 0.3 -0.032
C 2.56289 1.27258 -0.62582 -2.7 -2.1 0.8 0.024
H -1.31573 -0.38875 1.47330 0.0 -1.6 -0.6 0.000
H -1.10856 -1.35019 0.05896 -0.2 -0.1 -0.1 0.000
H -1.74109 -2.07504 1.41299 0.5 0.2 -0.1 0.000
H -3.99560 -0.44315 1.29872 3.0 -1.0 -1.7 0.000
H -2.75677 -1.99859 -1.35741 -0.1 -0.6 0.7 0.000
H -4.32556 -1.17756 -1.33016 1.0 -0.1 0.7 0.000
H -4.34082 -2.27922 0.02247 2.7 -0.1 -2.4 0.000
H -3.76906 1.07870 -0.55303 1.9 -1.5 0.3 0.002
H -2.14481 0.46888 -1.21957 -0.5 0.2 1.8 0.000
H 2.81958 2.52030 -2.08518 0.5 1.5 -0.6 0.032
H 1.25875 3.02828 -1.39338 0.6 -1.1 0.3 0.029
H 3.58326 1.12733 -0.68002 2.2 -0.6 0.2 0.002
H 2.07354 0.49295 -1.21964 0.3 0.3 -0.8 0.000
H 2.12842 0.96032 0.30519 0.1 0.6 1.1 -0.004
H 4.28718 -1.07988 3.15028 -0.8 0.0 -0.6 0.000
H 3.98766 -0.41842 1.75792 -0.5 -1.0 1.3 0.000
O 3.56187 -0.94183 2.49548 1.6 1.7 -0.3 0.000
H 0.10621 -1.33776 -3.00389 0.9 -0.5 -0.8 0.000
H -1.29769 -1.09337 -3.45477 -5.0 -0.3 -6.8 0.000
O -0.76745 -1.07328 -2.78996 4.2 0.8 7.8 0.000
H 2.39687 -1.95139 1.66010 0.8 -2.4 -0.7 0.000
H 3.44543 -3.03185 1.09038 -2.1 0.6 0.2 0.000
O 2.45487 -2.83380 1.14906 2.6 1.3 0.4 0.000
H 0.77445 -2.28012 0.83783 -1.3 -1.7 0.1 0.000
H 0.68922 -3.77104 0.62624 -0.9 0.8 0.6 0.000
O 0.11146 -3.02668 0.93684 0.8 0.5 -1.0 0.000
H -0.35102 2.94996 0.83483 -0.4 -0.4 -0.3 -0.005
H 3.26914 3.52014 1.06564 0.2 -0.6 0.4 -0.021
O -0.86771 2.61082 0.07509 2.2 0.5 0.1 0.006
H 2.72460 1.15616 3.19367 0.3 0.0 -0.1 0.000
H 3.52706 2.13354 2.32122 1.7 -0.5 -0.9 -0.003
O 2.86180 2.08530 2.96497 -1.8 0.3 1.0 0.003
H -4.06118 0.16358 -3.65492 -0.2 -0.1 -0.3 0.000
H -3.71191 0.91950 -2.43700 -0.1 2.8 0.9 0.000
O -3.70450 0.06765 -2.76920 0.0 -2.1 -1.9 0.000
```
Positions in Å, forces in eV/Å.

## Properties
Total energy = -1584.2629 a.u.
E_HOMO (alpha / beta) = -14.5113 / -14.3103 eV
2S+1 = 2
Total charge = +2
Max |F| = 8.91 eV/A

***

(2)
This record from the OMol25 dataset describes 9 unconnected molecules or ions with the total composition C5H28O9 at a distorted geometry. The level of theory is the ωB97M-V functional and the def2-TZVPD basis.

Geometry as XYZ:
```
42
Properties=species:S:1:pos:R:3:forces:R:3:lowdin_charge:R:1
C -0.91836 -0.99461 3.95773 -0.5 0.4 0.9 -0.159
O -0.67911 0.28222 3.41279 -0.6 0.5 -0.5 -0.161
H -0.12030 -1.68135 3.74465 0.3 -0.5 -0.3 0.066
H -1.00914 -0.94584 5.06350 -0.1 0.0 -0.5 0.086
H -1.87240 -1.33165 3.53285 0.3 -0.3 0.2 0.090
H 0.26666 0.50890 3.36441 0.2 -0.2 0.2 0.028
C -0.01358 -1.95249 0.88338 1.7 -1.1 1.9 -0.202
O -1.15029 -2.14862 0.15660 -1.4 0.0 -1.0 -0.113
H 0.20647 -2.86982 1.50235 0.0 0.5 -0.8 0.101
H 0.87172 -1.73142 0.27365 0.0 0.0 0.0 0.080
H -0.12451 -1.19980 1.65419 0.0 0.5 -0.2 0.040
H -1.67719 -1.34110 0.23612 -0.2 0.0 -0.1 0.045
C -3.50454 0.98096 0.69687 -1.3 -0.8 0.4 -0.125
O -2.26701 0.36211 0.94744 0.8 -0.1 0.0 -0.166
H -3.42959 2.05123 0.50729 0.0 0.1 0.4 0.081
H -3.86924 0.53403 -0.22879 0.0 0.0 0.0 0.073
H -4.25761 0.70549 1.49946 0.8 0.7 -0.8 0.106
H -1.88995 0.55131 1.82586 0.0 0.1 0.1 0.072
C -2.95909 -1.96672 -2.58948 0.1 0.4 1.0 -0.143
O -2.57807 -0.56980 -2.58229 0.1 0.0 0.0 -0.169
H -4.01591 -2.00185 -2.14927 1.4 0.0 -0.9 0.097
H -2.91532 -2.33261 -3.63890 -0.2 -0.2 0.8 0.078
H -2.28046 -2.52518 -1.87111 -0.8 0.3 -1.1 0.071
H -1.67358 -0.44845 -2.92884 -0.6 -0.4 0.1 0.045
C 4.73210 1.91828 -2.90988 -1.7 -1.2 -1.6 -0.176
O 4.26104 1.67641 -1.63031 -0.3 -1.2 1.7 -0.121
H 5.29372 2.78511 -2.99040 1.3 1.6 0.4 0.057
H 5.24009 1.10543 -3.36270 1.1 -0.9 0.1 0.070
H 3.93640 2.03925 -3.65233 -0.6 0.2 0.3 0.083
H 4.28674 0.72078 -1.35835 0.1 1.5 -0.8 0.114
O 1.99693 0.70016 3.30446 0.4 0.3 0.4 -0.055
H 2.39348 1.40359 3.84593 -0.3 -0.4 -0.3 0.072
H 2.33793 0.85342 2.40337 -0.1 0.2 -0.1 0.013
O 0.67746 -0.12724 -3.39893 -0.3 0.7 -0.5 -0.035
H 0.38256 0.01060 -2.50047 0.1 0.1 0.7 -0.012
H 0.88242 -1.04803 -3.47712 0.2 -0.8 0.0 0.031
O 2.40753 1.28955 0.63081 -0.8 -1.4 0.2 -0.074
H 1.65153 0.76504 0.24856 1.0 1.3 0.2 0.043
H 2.74725 1.86847 -0.05147 0.0 0.1 -0.4 0.024
O -0.05831 1.29286 -0.68402 -1.1 0.3 -1.1 -0.062
H -0.88278 0.92525 -0.30994 0.2 -0.1 0.4 0.023
H -0.42571 1.88614 -1.37772 0.7 -0.4 0.6 0.083
```
Positions in Å, forces in eV/Å.

## Properties
Total energy = -884.3734 a.u.
E_HOMO = -10.0003 eV
Total charge = 0
Max |F| = 2.74 eV/A
Relative energy (zero: lowest compared OMol25 entry of this formula, charge and spin) = 1.9583 eV

***

(3)
This record from the OMol25 dataset describes 9 unconnected molecules or ions with the total composition C5H29N3O8 at a distorted geometry. The level of theory is the ωB97M-V functional and the def2-TZVPD basis.

Geometry as XYZ:
```
45
Properties=species:S:1:pos:R:3:forces:R:3:lowdin_charge:R:1
C -1.98890 -1.73120 1.97328 -0.7 0.5 1.3 -0.051
C -1.08517 -0.59293 1.58642 1.4 0.7 -0.4 -0.435
C -1.62827 0.26876 0.43682 -0.6 -0.1 -0.1 -0.153
C -1.33875 -0.20433 -1.01635 0.1 0.2 1.1 -0.176
N 1.35328 0.70378 -0.21231 -0.4 0.2 -0.4 0.141
C 1.06907 -0.34323 -1.05167 0.4 -0.4 0.6 -0.276
N -0.06153 -0.81145 -1.36035 -0.6 -0.2 -0.6 -0.010
N -0.67848 0.26251 2.73636 -0.4 -0.3 -0.1 0.037
H -1.77962 -2.05633 2.99331 0.7 -0.5 -0.1 0.077
H -2.01866 -2.57736 1.29237 0.0 0.1 -0.1 0.082
H -2.98186 -1.32477 2.17668 -0.4 0.0 -0.7 0.081
H -0.12953 -0.98561 1.23199 0.0 -0.5 -0.1 0.106
H -1.45970 1.34505 0.52374 0.7 -0.2 0.3 0.077
H -2.70712 0.24356 0.55719 -0.4 0.0 -0.2 0.111
H -2.10383 -0.93769 -1.24118 -0.1 0.0 -0.5 0.110
H -1.44326 0.68319 -1.63351 -0.3 -0.1 -0.4 0.102
H 0.52840 1.04420 0.24626 -0.1 0.4 0.4 0.063
H 2.12479 0.55902 0.41326 0.4 -0.1 0.1 0.100
H 1.93070 -0.83886 -1.48275 0.3 0.0 0.1 0.134
H -1.24644 0.14361 3.56680 -0.2 -0.1 -0.2 0.086
H -0.74361 1.23298 2.45666 0.1 0.2 0.1 0.036
H -0.49334 3.32567 -1.64801 0.5 0.1 0.2 0.014
H -0.51854 4.73722 -1.05429 0.1 0.0 -0.1 0.057
O -0.89121 3.86063 -0.93813 -0.7 0.1 0.2 -0.068
H 1.16932 -3.13900 -1.15881 0.3 0.2 -0.1 -0.003
H 0.07367 -4.06390 -0.77899 0.0 -0.3 0.0 0.038
O 0.96570 -4.07822 -1.14548 -0.3 0.0 0.2 -0.054
H 2.69725 -1.53701 2.37909 0.6 0.1 -0.5 0.001
H 3.71836 -2.43177 1.63219 0.0 -0.1 0.0 0.030
O 3.21122 -1.62337 1.54170 -0.6 0.1 0.4 -0.085
H -0.29325 0.89870 -4.78239 -0.2 0.2 0.2 0.074
H 0.16031 0.03764 -3.64929 -0.3 0.1 0.3 0.033
O -0.33695 0.85929 -3.81456 0.5 -0.4 -0.8 -0.057
H -0.93535 3.50567 0.82865 0.3 -0.1 0.1 0.005
H -0.76170 3.86744 2.33200 0.0 0.2 0.1 0.043
O -0.64639 3.15783 1.70056 -0.1 0.0 -0.1 -0.079
H 1.45934 2.17871 -1.71133 -0.4 0.1 -0.6 0.021
H 0.69131 2.24258 -3.12826 0.4 -0.3 0.7 0.017
O 1.09921 2.76714 -2.40559 0.0 0.1 -0.2 -0.091
H 0.61989 -3.31130 -3.54494 -0.2 0.7 0.3 0.037
H 0.12552 -1.99701 -2.75296 0.1 -0.4 0.0 -0.026
O 0.56192 -2.33928 -3.56266 0.1 -0.2 -0.5 -0.105
H 1.00025 -0.45494 3.26001 -0.4 0.6 0.3 -0.011
H 1.88006 0.05883 4.46160 -0.2 -0.5 -0.8 0.060
O 1.83191 -0.60446 3.74684 0.4 0.0 0.5 -0.092
```
Positions in Å, forces in eV/Å.

## Properties
Total energy = -974.1031 a.u.
E_HOMO = -9.5070 eV
Total charge = 0
Max |F| = 1.64 eV/A
Relative energy (zero: lowest compared OMol25 entry of this formula, charge and spin) = 0.0000 eV

***

Question: Which of these has the highest total energy?
Answer: C5H28O9

***

Question: Look up the total charge of the second one.
Answer: 0